(1)
24
Properties=species:S:1:pos:R:3:forces:R:3 method="wB97M-V/def2-TZVPD" smiles=Cc1ccc(O)cc1.CC energy_ha=-426.54547 orbital_gap_ev=9.44 total_charge=0
O 2.754 -0.951 1.289 0.0 -0.1 0.6
C 0.993 0.359 -1.648 0.8 -0.4 1.6
C 0.246 1.493 0.393 -0.3 -0.8 -1.1
C 1.926 -0.191 0.488 0.6 0.0 0.9
C 1.117 0.737 1.150 -0.2 0.3 -0.4
C -0.801 2.032 -1.844 -0.6 0.8 0.4
C -1.567 -1.436 0.312 -1.3 -1.2 -1.4
C 0.171 1.265 -0.988 0.0 0.3 -1.4
C 1.909 -0.377 -0.877 -0.3 0.8 -0.3
C -1.738 -1.659 1.820 2.5 0.7 -0.3
H 2.687 -0.983 -1.314 -0.2 -0.4 -0.2
H -2.412 -1.953 -0.164 -0.1 0.3 -0.1
H -0.502 2.162 0.799 0.3 0.2 0.3
H -1.784 1.548 -1.858 0.0 0.2 0.2
H 0.951 0.208 -2.710 -0.1 0.1 -0.3
H -0.879 3.048 -1.436 -0.4 -0.2 0.0
H -2.228 -2.589 2.078 -0.6 0.2 0.0
H 1.169 0.926 2.213 0.2 -0.4 0.1
H -0.737 -1.898 -0.231 0.4 -0.2 0.8
H -0.557 2.208 -2.891 0.5 -0.5 0.0
H 3.671 -0.988 1.006 -0.1 0.1 -0.4
H -2.085 -0.746 2.295 -0.7 -0.3 0.2
H -0.726 -1.775 2.236 -0.1 0.0 0.1
H -1.578 -0.440 -0.118 -0.2 0.4 0.7

=====

(2)
20
Properties=species:S:1:pos:R:3:forces:R:3 method="wB97M-V/def2-TZVPD" s2=0.76 energy_ha=-290.69304 spin_multiplicity=2 orbital_gap_ev="6.73 / 7.14" total_charge=+1
N -0.225 -1.816 -0.502 -1.1 0.4 0.6
C -0.001 0.316 1.714 1.2 0.1 0.6
C -0.708 -0.162 -2.190 0.1 0.4 -0.2
C -0.226 0.679 0.205 -4.5 1.4 -1.1
C -0.019 1.979 -0.405 2.2 -0.5 2.3
C -0.007 -0.480 -0.862 2.1 -0.3 -1.0
C 1.237 -0.516 2.014 1.2 0.9 -0.5
H 1.248 -1.020 2.976 -0.5 -0.1 0.0
H 1.449 -1.237 1.223 -0.2 -0.2 0.2
H 0.025 1.308 2.164 0.1 -0.3 0.6
H -1.725 0.221 -2.118 -0.1 -0.2 0.3
H -0.701 -1.012 -2.869 0.1 0.0 0.1
H -0.859 -0.216 2.123 -0.4 0.2 -0.7
H 1.067 -0.405 -1.072 0.0 0.0 0.0
H -0.089 0.625 -2.640 -0.1 0.1 -0.2
H -0.852 2.674 -0.450 0.0 -0.1 -0.7
H -1.149 -1.884 -0.051 0.1 -0.3 0.1
H 0.985 2.398 -0.534 -0.1 -0.1 -0.7
H 2.114 0.138 2.050 0.0 -0.1 -0.1
H -1.320 0.863 0.194 -0.1 -1.4 0.4

=====

(3)
22
Properties=species:S:1:pos:R:3:forces:R:3 method="wB97M-V/def2-TZVPD" energy_ha=-951.34239 orbital_gap_ev=7.54 total_charge=0
Cl 3.274 0.697 -1.880 0.2 0.9 -1.0
O -3.502 -1.673 0.161 0.7 1.2 1.8
N 2.880 0.460 0.903 -2.7 -4.1 -1.7
N 3.150 -1.729 -0.555 -0.3 -1.0 1.1
N 1.705 1.231 1.055 -3.7 -0.2 -1.5
N 1.007 -0.601 -0.411 1.6 5.4 4.8
C 2.466 -0.668 -0.016 -2.1 2.7 -1.2
C -1.021 1.209 0.099 0.1 0.7 0.1
C -3.394 -0.191 0.118 0.7 -0.3 -0.3
C -2.022 0.206 -0.737 -0.6 -0.1 -0.4
C 0.518 0.662 0.265 4.7 -3.6 -0.8
H -3.076 -1.984 1.024 -0.8 0.7 -1.9
H 1.626 2.129 1.618 0.7 -2.0 -1.1
H -1.543 -0.812 -1.059 -0.7 2.1 0.8
H -4.326 0.199 -0.486 1.8 -0.8 1.5
H 3.961 -2.232 -0.133 -1.2 1.2 -0.5
H -3.362 0.205 1.231 -0.2 -0.5 -2.4
H -1.013 2.268 -0.449 0.3 -2.4 1.2
H 2.761 -2.125 -1.463 0.7 1.1 2.0
H -1.537 1.397 1.145 1.5 -0.4 -1.9
H 3.832 0.611 1.304 -1.7 0.3 -0.7
H -2.385 0.741 -1.734 1.0 -1.0 2.2

=====

(4)
17
Properties=species:S:1:pos:R:3:forces:R:3 method="wB97M-V/def2-TZVPD" smiles="C=C(C)CCC=O" energy_ha=-309.81302 orbital_gap_ev=10.49 total_charge=0
O 2.285 -1.355 -0.416 0.3 0.3 0.1
C 1.522 -0.785 0.317 -0.2 -0.1 -0.7
C -0.891 -0.232 0.914 -0.2 1.3 0.2
C -0.645 2.277 0.092 -0.8 -0.9 0.8
C -0.984 0.830 -0.198 -0.2 -0.8 -0.8
C -1.321 0.411 -1.420 1.2 0.2 0.0
C 0.150 -1.306 0.589 -0.2 0.0 1.0
H -1.048 2.930 -0.671 0.2 0.1 -0.2
H -1.183 2.495 1.024 0.3 0.4 0.0
H -0.701 0.334 1.831 0.6 -0.3 0.2
H -0.188 -1.955 -0.213 0.2 0.0 -0.1
H 0.354 -1.933 1.473 -0.5 -0.1 -0.1
H -1.138 1.035 -2.289 -0.6 0.2 0.1
H 0.419 2.427 0.263 0.1 0.1 -0.1
H -1.448 -0.644 -1.624 -0.3 0.0 0.0
H -1.866 -0.671 1.136 0.0 -0.2 -0.4
H 1.790 0.148 0.853 0.2 0.0 0.0

=====

(5)
57
Properties=species:S:1:pos:R:3:forces:R:3 method="wB97M-V/def2-TZVPD" smiles=OCCO.OCCO.OCCO.O.O.O.O.O.O.O.O.O energy_ha=-1378.64239 orbital_gap_ev=10.03 total_charge=0
O 0.364 -8.268 0.868 -1.4 0.2 0.1
O 1.500 -5.452 -2.084 0.1 0.0 -0.2
O 4.640 7.237 -0.385 -0.9 -0.6 -0.1
O -3.089 -0.675 -5.212 0.1 -0.2 0.0
O 1.857 5.813 -0.370 0.4 0.2 -0.1
O 0.233 -0.664 -0.997 0.0 -1.0 1.5
O -0.056 3.167 3.684 0.0 0.2 -0.2
O -2.111 0.604 -0.517 0.3 0.7 -0.9
O 2.088 2.847 -3.555 -0.2 -0.1 -0.2
O 2.530 -2.464 -5.000 0.0 -0.2 -0.1
O 4.393 2.922 1.114 0.1 -0.1 -0.1
O -2.735 -3.991 -3.326 -0.2 -0.3 -0.1
O -1.692 0.112 5.930 0.2 0.1 -0.1
O -6.542 2.666 -0.171 0.2 -0.2 0.1
O -1.481 -5.816 0.960 0.4 -0.7 1.5
C -0.149 -0.557 0.425 -0.2 0.4 -2.4
C -1.643 -0.181 0.536 0.1 0.0 1.6
C 2.260 6.926 0.412 1.4 0.5 1.0
C 3.347 7.838 -0.228 -0.5 0.4 -0.6
C -0.602 -7.954 1.918 1.5 0.4 -0.2
C -0.810 -6.431 2.102 0.5 0.3 -0.6
H -2.635 -3.066 -3.554 0.1 0.3 -0.2
H -0.422 2.469 4.227 -0.2 -0.3 0.1
H 3.506 8.812 0.234 -0.5 -0.2 1.0
H 1.280 5.361 0.250 -0.2 -0.5 -0.3
H 3.165 -1.920 -5.466 0.1 0.1 -0.1
H -1.227 -6.131 3.063 -1.1 -0.6 0.0
H -2.991 0.102 -4.662 0.1 0.2 0.2
H -6.689 3.541 0.190 0.0 0.2 0.1
H 2.143 -5.587 -1.388 0.2 0.0 0.1
H 3.636 3.505 1.060 -0.2 0.2 -0.2
H 1.352 7.443 0.724 0.2 0.8 -0.3
H 5.342 7.831 -0.107 -0.3 0.1 0.1
H 0.766 3.401 4.116 0.2 0.1 0.1
H 2.235 -1.918 -4.271 -0.2 0.1 0.3
H 2.907 8.183 -1.164 0.4 -0.5 -0.8
H -2.378 -0.972 0.683 0.6 -0.9 -0.1
H 0.066 -1.494 0.939 -0.1 -0.2 -0.4
H 0.524 0.174 0.872 -0.4 0.3 0.2
H 2.707 6.574 1.341 0.1 -0.3 0.3
H 1.791 3.096 -2.680 -0.1 0.1 0.2
H -2.402 -6.032 1.119 -0.3 0.1 -0.4
H -2.233 -0.671 5.822 -0.1 -0.2 -0.1
H 4.551 2.821 2.053 0.1 -0.1 0.2
H 3.043 2.896 -3.507 0.3 0.0 0.0
H 0.117 -5.874 2.242 0.6 -0.4 -0.7
H 0.655 -5.465 -1.636 -0.3 0.0 0.1
H 1.195 -7.833 1.069 0.0 0.1 0.2
H 0.129 0.180 -1.443 -0.3 0.2 0.3
H -4.028 -0.724 -5.393 -0.2 -0.1 -0.1
H -7.203 2.576 -0.857 -0.2 -0.1 -0.2
H -1.545 -8.467 1.730 0.1 0.1 -0.5
H -2.124 0.608 6.625 -0.1 0.1 0.2
H -2.943 0.977 -0.218 -0.1 0.2 -0.2
H -2.701 -4.008 -2.370 0.1 0.0 0.2
H -1.707 0.391 1.462 0.0 0.2 0.4
H -0.182 -8.458 2.788 -0.3 0.5 0.6

=====

(6)
20
Properties=species:S:1:pos:R:3:forces:R:3 method="wB97M-V/def2-TZVPD" smiles="C=NC(=C)C[C@H](C)N" energy_ha=-345.25680 orbital_gap_ev=9.44 total_charge=0
N 0.527 -2.108 1.244 0.4 0.0 0.1
N -1.970 1.244 -0.790 -0.1 0.2 -0.5
C -0.330 0.140 0.678 0.6 0.0 1.5
C -0.099 -3.009 0.637 0.0 0.1 0.2
C 0.853 -0.820 0.759 0.0 -0.6 0.1
C -0.570 0.806 -0.688 -1.2 0.0 1.1
C 0.319 1.986 -1.019 0.0 0.4 0.2
C 2.127 -0.457 0.586 -0.6 0.9 0.0
H 2.265 0.614 0.500 0.3 -0.1 -0.4
H 1.363 1.816 -0.759 0.0 0.0 -0.4
H -2.402 1.568 0.070 0.2 -0.3 -0.2
H 3.020 -1.064 0.598 -0.3 -0.3 0.2
H -0.230 0.789 1.571 0.3 0.7 -0.8
H -0.250 -3.935 1.186 -0.2 -0.1 -0.2
H -0.511 -2.916 -0.365 0.0 0.0 -0.3
H -0.494 -0.021 -1.383 0.5 0.1 -0.5
H 0.172 2.256 -2.061 0.3 -0.1 -0.2
H -2.556 0.600 -1.310 0.0 0.2 0.5
H -1.223 -0.371 1.020 -0.3 -0.6 -0.6
H -0.012 2.884 -0.474 0.0 -0.4 0.2